(1)
18
Properties=species:S:1:pos:R:3:nbo_charge:R:1 method="wB97M-V/def2-TZVPD" spin_multiplicity=1 total_energy_ev=-16307.2688 homo_energy_ha=-0.316 gap_ev=9.57 largest_force_ev_per_a=3.00 relative_energy_kcal_mol=46.9
C -3.2911 -0.6704 -0.0989 -0.32
C -1.9673 -1.0854 -0.0003 -0.27
C -3.2644 0.6826 0.0297 0.11
C -1.2091 0.0139 0.1844 -0.19
C 1.3009 1.6850 -0.3494 -1.18
C 1.7295 -1.2110 0.0013 -1.14
O -2.0197 1.1110 0.2375 -0.40
Si 0.5727 0.1991 0.5258 1.40
H -4.1224 -1.2370 -0.2306 0.22
H -1.4792 -2.0218 -0.0119 0.22
H -4.0095 1.3837 -0.0411 0.19
H 1.8020 1.5936 -1.3544 0.26
H 0.6666 2.4697 -0.7336 0.26
H 2.0421 2.3629 0.1811 0.26
H 1.8204 -2.0466 0.8081 0.25
H 1.2668 -1.7432 -0.9526 0.25
H 2.7778 -0.8292 -0.1595 0.25
H 0.4384 0.0465 2.3242 -0.18

(2)
93
Properties=species:S:1:pos:R:3:mulliken_spin:R:1 method="wB97M-V/def2-TZVPD" spin_multiplicity=5 total_energy_ev=-70110.5121 homo_energy_ha="-0.236 / -0.271" gap_ev="6.53 / 6.08" largest_force_ev_per_a=0.59 s_squared=6.108
Ir -0.1307 -0.5701 0.5628 0.82
C -0.9107 5.1392 -6.4758 0.00
O -0.4261 5.1130 -5.1455 0.02
C -1.3462 5.1448 -4.1419 0.15
C -0.8347 5.2032 -2.8428 -0.09
C -1.6820 5.2039 -1.7577 0.13
C -3.0774 5.1358 -1.9427 -0.02
C -3.5749 5.1263 -3.2488 0.17
C -2.7245 5.1216 -4.3423 -0.07
N -4.0035 5.0312 -0.9236 0.59
N -3.5437 4.9122 0.3002 0.56
C -2.9669 3.8169 0.7829 0.00
C -2.2848 3.9200 2.0241 0.20
C -1.3606 2.9791 2.4304 -0.14
C -1.1033 1.8419 1.6578 0.20
O -0.1406 0.9925 1.9103 0.15
C -1.9781 1.5905 0.5498 0.04
N -1.8340 0.3692 -0.0462 0.04
C -2.6048 0.0501 -1.0654 -0.05
C -3.5738 0.9266 -1.5629 0.07
C -3.7195 2.1678 -0.9957 -0.06
C -2.9058 2.5362 0.0924 0.07
H -0.0356 5.1768 -7.1179 0.00
H -1.5293 6.0209 -6.6566 0.00
H -1.4885 4.2397 -6.7054 0.00
H 0.2391 5.2434 -2.7129 0.00
H -1.2774 5.2649 -0.7564 0.01
H -4.6485 5.0974 -3.3883 0.00
H -3.1435 5.0936 -5.3370 0.00
H -2.4328 4.8281 2.5937 0.00
H -0.7828 3.1282 3.3346 0.00
H -2.4552 -0.9417 -1.4763 -0.01
H -4.1905 0.6179 -2.3954 0.00
H -4.4542 2.8637 -1.3733 0.00
C -0.4882 0.4107 -4.7338 0.00
N -0.0424 -0.5275 -3.7145 0.01
C 0.0719 -1.9463 -4.0477 0.00
C 0.4097 -0.0823 -2.5620 0.08
N 0.7736 0.2885 -1.5272 0.00
H 0.1536 0.3486 -5.6158 0.00
H -0.4534 1.4237 -4.3387 0.00
H -1.5141 0.1813 -5.0290 0.00
H 0.8796 -2.1065 -4.7661 0.00
H -0.8682 -2.2819 -4.4866 0.00
H 0.2654 -2.5192 -3.1421 0.00
C 5.9498 -2.8050 -0.9470 0.00
C 4.9645 -1.7985 -0.4038 0.00
C 5.2480 -0.4512 -0.5535 0.00
C 4.3695 0.5145 -0.0851 0.00
C 3.2129 0.1191 0.5448 0.00
C 2.9203 -1.2326 0.7144 0.03
N 1.6440 -1.4122 1.4246 -0.02
C 1.0626 -2.6352 2.0487 -0.25
C 1.8471 -3.1554 3.2140 0.02
C 1.9258 -4.4609 3.4822 0.03
C 1.4071 -5.4776 2.5651 0.01
C 0.7962 -5.1450 1.4271 0.01
C 0.4356 -3.7384 1.1200 0.02
C 0.2821 -3.3958 -0.3842 0.02
O 0.5758 -4.2476 -1.2081 0.00
O -0.2173 -2.2465 -0.6798 0.05
C 3.7793 -2.2200 0.2371 0.00
C 3.4927 -3.6930 0.3401 0.00
H 6.7901 -2.2910 -1.4114 0.00
H 5.4937 -3.4526 -1.6979 0.00
H 6.3478 -3.4485 -0.1600 0.00
H 6.1663 -0.1549 -1.0466 0.00
H 4.5830 1.5673 -0.2152 0.00
H 2.4991 0.8559 0.8964 0.00
H 1.6801 -0.7352 2.1881 0.00
H 2.3371 -2.4170 3.8437 0.00
H 2.4620 -4.7919 4.3637 0.00
H 1.5926 -6.5180 2.7978 0.00
H 0.4876 -5.8878 0.7041 0.00
H 3.1403 -3.9657 1.3287 0.00
H 4.3884 -4.2795 0.1560 0.00
H 2.7450 -4.0069 -0.3891 0.00
C 0.1691 -0.8708 6.4096 0.22
Sb -0.7093 -1.0781 4.4404 0.39
C -2.3710 0.2440 4.6515 0.10
C -1.7498 -2.8537 4.9404 -0.02
H -0.6557 -0.8860 7.1233 0.01
H 0.7250 0.0611 6.4884 0.00
H 0.8359 -1.7130 6.5864 0.00
H -3.0999 -0.2738 5.2729 0.01
H -2.8043 0.4826 3.6820 -0.01
H -2.0371 1.1623 5.1309 0.00
H -2.3216 -2.7035 5.8572 0.00
H -1.0310 -3.6617 5.0798 0.00
H -2.4110 -3.1178 4.1175 0.00
O -2.0041 -3.7870 1.8611 0.03
C -0.8964 -3.3330 1.8396 0.08
N -0.3097 -2.2385 2.4393 0.38

(3)
14
Properties=species:S:1:pos:R:3:nbo_charge:R:1 method="wB97M-V/def2-TZVPD" spin_multiplicity=1 total_energy_ev=-24368.0551 homo_energy_ha=-0.334 smiles="C/C=C(/C)P(F)I" gap_ev=7.75 largest_force_ev_per_a=2.75 relative_energy_kcal_mol=8.3
C -1.1954 1.1191 -1.5425 -0.68
C -0.8973 0.4146 -0.1957 -0.07
C 0.1208 -0.3786 0.1781 -0.50
C 0.2004 -0.7462 1.6554 -0.64
P 1.4281 -0.8396 -0.9428 1.21
F 1.6712 -2.3576 -0.4320 -0.59
I 3.6684 0.4137 0.4163 -0.34
H -1.3468 2.2443 -1.3013 0.24
H -2.1632 0.7014 -1.9975 0.23
H -0.4928 1.0336 -2.4118 0.23
H -1.6406 0.7327 0.6333 0.21
H 0.8201 -1.6594 1.7074 0.23
H 0.7375 0.1394 2.1500 0.24
H -0.9106 -0.8175 2.0831 0.22

(4)
54
Properties=species:S:1:pos:R:3:nbo_charge:R:1 method="wB97M-V/def2-TZVPD" spin_multiplicity=1 total_energy_ev=-69750.6666 homo_energy_ha=-0.425 total_charge=+1 gap_ev=9.53 largest_force_ev_per_a=0.16 relative_energy_kcal_mol=4.8
K 1.1069 1.8382 1.3518 0.96
O -0.3332 -0.3754 0.8828 -1.04
S -1.1359 -1.5922 0.5277 1.28
C -2.6926 -1.0601 -0.2561 -0.61
C -2.6426 -0.2094 -1.5334 -0.42
C -3.0109 1.2605 -1.2928 -0.41
C -1.8736 1.9592 -0.5662 -0.63
S -2.2175 3.3945 0.4862 1.29
O -0.9221 3.5161 1.2322 -1.04
C -3.3887 2.5848 1.5681 -0.30
C -4.7272 2.9246 1.4494 -0.21
C -5.6647 2.2882 2.2536 -0.20
C -5.2530 1.3352 3.1728 -0.19
C -3.9046 1.0137 3.2951 -0.22
C -2.9664 1.6383 2.4901 -0.16
C -0.3364 -2.2899 -0.9137 -0.18
C -0.8143 -3.4753 -1.4551 -0.24
C -0.1777 -4.0163 -2.5607 -0.19
C 0.9342 -3.3826 -3.1032 -0.18
C 1.4129 -2.2087 -2.5399 -0.21
C 0.7776 -1.6541 -1.4353 -0.26
H -3.2208 -0.5497 0.5548 0.25
H -3.2156 -2.0046 -0.4212 0.24
H -3.3392 -0.6392 -2.2538 0.23
H -1.6539 -0.2727 -1.9963 0.22
H -3.9304 1.3027 -0.7035 0.22
H -3.2206 1.7514 -2.2434 0.23
H -1.1068 2.3138 -1.2590 0.23
H -1.4092 1.2647 0.1354 0.25
H -5.0337 3.6856 0.7417 0.23
H -6.7110 2.5490 2.1702 0.23
H -5.9814 0.8487 3.8077 0.23
H -3.5870 0.2814 4.0259 0.22
H -1.9142 1.3998 2.5817 0.22
H -1.6701 -3.9780 -1.0197 0.23
H -0.5444 -4.9366 -2.9948 0.23
H 1.4280 -3.8093 -3.9659 0.23
H 2.2793 -1.7161 -2.9621 0.22
H 1.1386 -0.7405 -0.9780 0.25
C 6.8774 -0.7463 0.0290 -0.42
N 5.6690 0.0140 0.2633 -0.39
C 5.5805 1.4608 0.2606 -0.32
C 4.0791 1.6594 0.4436 0.65
O 3.5149 2.7350 0.5271 -0.64
N 3.4580 0.4351 0.5066 -0.69
C 4.4231 -0.4728 0.3737 0.64
N 4.1640 -1.7833 0.3504 -0.78
H 7.7343 -0.1213 0.2677 0.23
H 6.9651 -1.0689 -1.0111 0.21
H 6.9185 -1.6162 0.6854 0.21
H 5.9114 1.8984 -0.6833 0.24
H 6.1389 1.9170 1.0790 0.24
H 3.2062 -2.0797 0.4189 0.43
H 4.8816 -2.4710 0.2163 0.41

(5)
18
Properties=species:S:1:pos:R:3:nbo_charge:R:1 method="wB97M-V/def2-TZVPD" spin_multiplicity=1 total_energy_ev=-9802.9262 homo_energy_ha=-0.294 gap_ev=8.74 largest_force_ev_per_a=4.39 relative_energy_kcal_mol=117.0
C 0.8832 0.2872 -0.0707 0.27
N 0.9327 1.2878 -1.0948 -0.88
N 1.6993 0.6038 1.0649 -0.85
N 1.2800 -0.9751 -0.5932 -0.86
H -0.3423 0.8341 0.4519 0.28
H 1.9033 -1.5958 -0.0881 0.39
H 0.7170 0.9545 -2.0308 0.39
H 1.7674 1.8515 -1.2116 0.37
H 1.2097 0.5502 1.9500 0.37
H 2.1325 1.5197 1.0206 0.37
H 0.5154 -1.6292 -0.7394 0.36
C -1.9057 -1.1310 0.3712 -0.69
C -1.4815 0.2110 -0.1642 0.33
O -1.8989 0.6697 -1.2249 -0.59
H -1.4757 1.0018 0.8852 0.07
H -1.7741 -1.8755 -0.4171 0.22
H -2.9406 -1.2046 0.6975 0.25
H -1.2217 -1.3600 1.1935 0.21

(6)
37
Properties=species:S:1:pos:R:3:nbo_charge:R:1 method="wB97M-V/def2-TZVPD" spin_multiplicity=4 total_energy_ev=-46806.0719 homo_energy_ha="-0.653 / -0.653" total_charge=+3 gap_ev="3.48 / 3.16" largest_force_ev_per_a=5.41 relative_energy_kcal_mol=0.0 s_squared=3.755
Ti -1.3429 2.3203 1.3495 1.72
Be -3.0160 0.3627 -1.2783 1.68
Be 0.1030 2.7018 -2.1139 1.06
C -0.5454 0.6664 -0.4896 0.95
O -0.9301 0.8149 -1.7499 -0.93
O -1.4533 0.2904 0.3365 -0.92
O 0.4180 1.4257 -0.1489 -0.83
C -0.5978 -0.1765 3.8105 -0.26
O -1.5002 -0.8359 2.8732 -0.72
H 0.0483 0.4704 3.1922 0.11
H -1.2142 0.3513 4.5331 0.21
H -0.0613 -1.0077 4.2618 0.24
H -1.1664 -0.6948 1.9916 0.45
C 3.5427 -0.8827 0.0180 -0.27
O 3.1544 0.4364 -0.3623 -0.72
H 4.4211 -1.2125 -0.5396 0.22
H 3.9471 -0.9046 1.0345 0.19
H 2.7395 -1.5947 -0.1689 0.16
H 2.2107 0.5405 -0.2658 0.44
C -1.6464 -0.7583 -4.3386 -0.28
O -2.8313 -0.4138 -3.6010 -0.79
H -0.7727 -0.7700 -3.6935 0.19
H -1.6661 -1.7560 -4.7893 0.23
H -1.5274 -0.0826 -5.1857 0.21
H -3.5204 -0.1948 -4.2448 0.52
C -1.8526 -2.5430 -0.6510 -0.27
O -2.9189 -2.0148 -1.4707 -0.80
H -0.8737 -2.2615 -1.0459 0.17
H -1.9693 -2.2324 0.3823 0.20
H -1.9085 -3.6287 -0.7256 0.24
H -3.2542 -2.6559 -2.1088 0.54
C 2.9053 2.8167 2.7750 -0.27
O 1.7422 2.9178 1.9306 -0.77
H 3.8019 2.6844 2.1689 0.21
H 3.0746 3.7423 3.3192 0.22
H 2.8105 2.0122 3.5028 0.18
H 1.6495 2.0668 1.4924 0.46